{
  "formula": "C40H40AsCl2N4O7PSTi",
  "method": "ωB97M-V/def2-TZVPD",
  "largest_force_ev_per_a": 0.5,
  "homo_lumo_gap_ev": 6.19,
  "homo_ev": -6.7,
  "elements": ["Ti", "C", "C", "C", "C", "C", "C", "C", "N", "C", "N", "C", "C", "C", "C", "C", "C", "C", "N", "C", "C", "C", "C", "C", "C", "C", "H", "H", "H", "H", "H", "H", "H", "H", "H", "H", "H", "H", "H", "H", "H", "H", "H", "H", "H", "H", "H", "H", "Cl", "C", "C", "C", "Cl", "C", "C", "C", "C", "N", "C", "C", "O", "H", "H", "H", "H", "O", "As", "O", "O", "C", "C", "C", "C", "C", "C", "S", "O", "O", "O", "H", "H", "H", "H", "H", "C", "P", "C", "C", "H", "H", "H", "H", "H", "H", "H", "H", "H"],
  "positions_angstrom": [[-0.21465, -0.84136, 0.00817], [1.44676, 5.18393, -2.28803], [2.54195, 5.04515, -1.26898], [3.65492, 5.87817, -1.28212], [4.67148, 5.74481, -0.34805], [4.57835, 4.77552, 0.63863], [3.46813, 3.94765, 0.68708], [2.46524, 4.07226, -0.26829], [1.32193, 3.23237, -0.23617], [1.30723, 1.88957, -0.00924], [2.47058, 1.24193, -0.21099], [2.78741, -0.10462, 0.06875], [1.80909, -1.06796, 0.30469], [2.23134, -2.37985, 0.52766], [3.57227, -2.72223, 0.51656], [4.52208, -1.73883, 0.28883], [4.15437, -0.42130, 0.06420], [5.20097, 0.62869, -0.19885], [0.20911, 1.27393, 0.34204], [-0.99990, 2.03708, 0.42425], [-2.00343, 1.45627, -0.50207], [-3.15088, 2.35372, -0.81734], [-3.59431, 3.11535, 0.16417], [-3.00188, 2.85468, 1.51565], [-1.47375, 2.70948, 1.47547], [-0.67037, 3.06742, 2.68111], [1.74198, 5.87156, -3.07824], [0.52827, 5.57236, -1.84001], [1.20153, 4.22012, -2.73664], [3.72823, 6.63778, -2.05088], [5.53188, 6.39909, -0.38911], [5.35825, 4.67153, 1.38126], [3.37018, 3.20847, 1.47337], [0.41127, 3.66943, -0.20253], [3.23518, 1.82449, -0.51107], [1.49621, -3.17015, 0.66373], [3.87580, -3.74889, 0.67686], [5.57481, -1.99520, 0.27991], [6.19680, 0.19607, -0.12813], [5.14745, 1.45231, 0.51830], [5.10747, 1.05543, -1.20293], [-1.54174, 1.11972, -1.41848], [-3.53627, 2.37556, -1.82619], [-4.40763, 3.81911, 0.05384], [-3.30177, 3.61171, 2.24099], [-1.18710, 2.74798, 3.58822], [-0.53170, 4.15010, 2.75226], [0.31080, 2.59158, 2.65519], [-5.27171, 1.18447, 1.42561], [-3.49678, 1.44439, 2.05373], [-3.66363, 1.49186, 3.53074], [-3.03661, 0.67307, 4.37196], [-3.36398, 0.80583, 6.07524], [-2.04584, -0.27936, 3.93241], [-1.30750, -1.06542, 4.76481], [-0.28430, -1.88067, 4.24687], [-0.01533, -1.78947, 2.91244], [-0.70958, -1.02379, 2.04473], [-1.81384, -0.32625, 2.50044], [-2.61090, 0.34837, 1.62150], [-2.30806, 0.19034, 0.23764], [-4.36649, 2.22627, 3.90120], [-1.50106, -1.03803, 5.82863], [0.31058, -2.52001, 4.88034], [0.81447, -2.33953, 2.49420], [-0.82407, 1.09218, -3.67990], [-0.78276, -0.65980, -3.38676], [0.04036, -1.33602, -4.59531], [-0.05881, -0.63506, -1.80271], [-2.65384, -0.89945, -2.98543], [-3.55925, -0.00421, -3.54013], [-4.89946, -0.06012, -3.17757], [-5.33503, -0.99368, -2.25250], [-4.43881, -1.90304, -1.70791], [-3.10851, -1.85574, -2.08344], [-1.99492, -3.07247, -1.43204], [-1.00009, -3.24520, -2.46374], [-2.77230, -4.19705, -1.01619], [-1.37766, -2.39874, -0.21176], [-0.23462, 1.25057, -4.42925], [-3.21387, 0.74485, -4.23902], [-5.60025, 0.63983, -3.61383], [-6.37488, -1.02248, -1.95622], [-4.76004, -2.65827, -1.00398], [-0.62483, -6.72654, -1.07596], [0.63179, -5.55842, -0.42929], [1.73789, -5.45754, -1.89145], [1.61288, -6.71371, 0.62113], [-0.16764, -7.65351, -1.43115], [-1.16429, -6.24918, -1.89320], [-1.35269, -6.95373, -0.29677], [2.01580, -6.44603, -2.26556], [2.64479, -4.90697, -1.63362], [1.22617, -4.90173, -2.67833], [1.90722, -7.61567, 0.07838], [1.02427, -7.00356, 1.49276], [2.51400, -6.21353, 0.98144]],
  "forces_ev_per_angstrom": [[-0.4301, 0.2798, -0.0799], [-0.0042, 0.0003, -0.0078], [0.0163, -0.0038, 0.0156], [0.0051, -0.0035, -0.0038], [-0.0124, -0.0038, -0.0040], [0.0153, 0.0028, 0.0087], [0.0044, 0.0439, 0.0406], [0.0160, -0.0003, -0.1133], [-0.0815, 0.0139, 0.1757], [0.0584, -0.0099, -0.0539], [-0.0065, -0.0262, 0.0475], [0.0288, -0.0183, 0.0006], [0.0362, -0.0038, -0.0208], [-0.0848, -0.0705, -0.0639], [-0.0038, -0.0119, 0.0392], [0.0090, 0.0045, 0.0016], [-0.0323, -0.0172, 0.0035], [0.0033, 0.0033, -0.0039], [0.1852, 0.0624, -0.0867], [-0.0258, 0.0252, 0.0549], [-0.0419, -0.0007, -0.0248], [0.0157, 0.0026, 0.0210], [0.0183, 0.0190, -0.0613], [-0.0069, 0.0405, 0.0113], [0.0286, 0.0139, -0.0272], [0.0110, 0.0011, 0.0073], [0.0018, -0.0025, 0.0007], [-0.0010, -0.0022, 0.0048], [0.0006, -0.0055, -0.0031], [0.0022, -0.0009, 0.0003], [0.0006, 0.0025, 0.0006], [0.0017, 0.0020, -0.0010], [-0.0130, 0.0189, -0.0041], [-0.0104, -0.0134, -0.0117], [-0.0023, -0.0226, -0.0004], [0.0025, -0.0061, -0.0262], [-0.0046, -0.0023, -0.0021], [-0.0003, -0.0002, -0.0023], [0.0015, -0.0014, 0.0020], [0.0024, -0.0097, -0.0046], [-0.0006, 0.0058, 0.0024], [0.0136, -0.0246, -0.0416], [-0.0109, -0.0065, -0.0167], [-0.0002, -0.0040, 0.0012], [-0.0013, -0.0010, -0.0104], [0.0016, -0.0071, 0.0035], [-0.0113, -0.0006, 0.0061], [0.0016, 0.0081, -0.0008], [-0.0623, -0.0352, 0.0163], [0.0446, -0.0366, 0.0349], [-0.0030, -0.0177, -0.0070], [0.0090, -0.0195, -0.0025], [-0.0033, 0.0045, 0.0109], [-0.0142, 0.0215, -0.0109], [0.0167, -0.0193, -0.0152], [-0.0074, 0.0187, 0.0046], [-0.0061, -0.0414, -0.0004], [-0.0650, -0.1206, -0.0266], [0.0029, 0.0567, 0.0406], [0.0108, 0.0320, 0.0377], [0.1167, 0.0195, -0.0461], [0.0033, 0.0027, 0.0026], [0.0000, 0.0007, 0.0032], [0.0013, 0.0010, 0.0010], [-0.0132, 0.0009, 0.0047], [0.0081, -0.0222, 0.0024], [0.0669, -0.0954, 0.0767], [0.0124, 0.0016, -0.0065], [-0.1837, 0.0982, 0.0342], [0.0153, 0.0496, -0.0369], [-0.0081, 0.0111, 0.0026], [0.0184, 0.0250, -0.0116], [0.0071, -0.0305, 0.0216], [-0.0254, 0.0224, -0.0140], [-0.0207, -0.0399, 0.0687], [0.1138, -0.0703, 0.0224], [-0.0263, -0.0072, 0.0172], [0.0241, -0.0064, 0.0086], [0.2699, -0.0599, -0.0069], [-0.0003, -0.0068, -0.0017], [-0.0006, 0.0067, -0.0002], [0.0012, -0.0017, -0.0016], [-0.0007, 0.0011, 0.0023], [0.0012, -0.0008, 0.0027], [-0.0076, -0.0019, 0.0009], [0.0095, -0.0115, 0.0443], [-0.0026, 0.0321, -0.0053], [0.0030, -0.0234, -0.0314], [-0.0008, 0.0028, -0.0061], [-0.0042, 0.0071, -0.0060], [0.0077, -0.0098, 0.0035], [-0.0031, -0.0044, 0.0007], [0.0008, -0.0044, 0.0005], [-0.0022, 0.0012, 0.0016], [0.0012, 0.0001, -0.0009], [-0.0007, -0.0032, -0.0017], [0.0000, 0.0030, -0.0006]]
}

{
  "formula": "C40H40Br3Ge2N3O2V",
  "method": "ωB97M-V/def2-TZVPD",
  "total_charge": 2,
  "s_squared": 3.77,
  "largest_force_ev_per_a": 2.8,
  "homo_lumo_gap_ev": [7.35, 7.80],
  "homo_ev": [-12.7, -13.7],
  "multiplicity": 4,
  "elements": ["V", "C", "C", "C", "C", "C", "C", "N", "C", "C", "C", "C", "C", "N", "C", "C", "C", "C", "C", "C", "N", "H", "H", "H", "H", "H", "H", "H", "H", "H", "H", "H", "H", "H", "H", "H", "Br", "C", "Br", "H", "H", "C", "Ge", "C", "C", "Ge", "C", "C", "C", "C", "C", "C", "C", "C", "C", "C", "C", "C", "H", "H", "H", "H", "H", "H", "H", "H", "H", "H", "H", "H", "H", "H", "H", "H", "H", "H", "H", "Br", "C", "C", "C", "C", "C", "C", "C", "O", "O", "H", "H", "H", "H"],
  "positions_angstrom": [[0.49131, -0.08785, 2.16230], [0.00084, 1.50971, 5.26687], [-0.72063, 0.21815, 5.00532], [-1.80725, -0.15250, 5.79103], [-2.42531, -1.36588, 5.58314], [-1.90331, -2.23993, 4.63673], [-0.81902, -1.83597, 3.90282], [-0.26621, -0.59138, 4.03411], [-0.05757, -2.68963, 2.95949], [-0.00192, -4.06726, 2.91122], [0.97230, -4.65721, 2.11160], [1.90167, -3.87587, 1.43529], [1.78923, -2.50307, 1.51894], [0.78718, -1.95445, 2.21782], [2.74412, -1.46916, 1.05209], [3.82831, -1.72740, 0.25318], [4.71229, -0.69796, -0.02482], [4.49061, 0.54676, 0.53011], [3.37737, 0.75792, 1.33273], [3.15004, 2.09640, 1.97992], [2.49467, -0.23337, 1.57724], [0.30477, 1.54680, 6.31472], [-0.64333, 2.37174, 5.08505], [0.88982, 1.58760, 4.65251], [-2.16052, 0.52631, 6.55731], [-3.29152, -1.65013, 6.16928], [-2.34180, -3.21898, 4.47368], [-0.66967, -4.66953, 3.51681], [1.04476, -5.73841, 2.06536], [2.71053, -4.33270, 0.87948], [3.98660, -2.71987, -0.14322], [5.57719, -0.87408, -0.65580], [5.18641, 1.36237, 0.36457], [4.10095, 2.55699, 2.24311], [2.55764, 1.99290, 2.88735], [2.63665, 2.78320, 1.30056], [-0.14734, 2.94964, 1.96471], [-1.91501, 3.73567, 2.26588], [-3.08296, 2.73810, 3.40565], [-2.37500, 3.84778, 1.29850], [-1.72656, 4.68619, 2.73499], [0.03371, 3.91251, -1.94563], [1.06464, 2.43424, -2.68855], [2.84639, 2.56318, -1.90495], [1.05008, 2.40685, -4.63571], [0.13324, 0.19137, -2.11686], [1.44981, -1.22403, -2.28598], [2.60077, -0.92873, -3.02102], [3.45532, -1.94138, -3.44730], [3.15208, -3.26567, -3.15899], [2.00734, -3.57254, -2.42676], [1.16593, -2.55874, -1.98670], [-1.48977, -0.60459, -2.82291], [-2.02102, -1.76512, -2.25877], [-3.11676, -2.38782, -2.83965], [-3.68998, -1.85572, -3.99129], [-3.16817, -0.69957, -4.55642], [-2.06912, -0.07724, -3.97537], [0.60525, 4.82136, -2.16276], [-0.05773, 3.81930, -0.86217], [-0.95547, 4.01539, -2.39619], [3.35135, 3.40303, -2.39292], [3.45320, 1.66552, -2.03773], [2.76096, 2.78377, -0.83847], [1.62782, 3.25185, -5.02156], [0.02603, 2.48889, -5.00557], [1.48796, 1.48263, -5.01776], [2.82498, 0.09825, -3.29106], [4.33919, -1.69921, -4.02955], [3.79816, -4.06079, -3.51906], [1.75327, -4.60903, -2.22596], [0.26685, -2.82167, -1.44340], [-1.60290, -2.18596, -1.34997], [-3.52398, -3.28890, -2.39381], [-4.54380, -2.34529, -4.44781], [-3.61363, -0.28458, -5.45522], [-1.66414, 0.82248, -4.43101], [-4.26408, -1.30992, 1.02232], [-3.94450, 0.32186, 0.12286], [-5.05814, 0.94852, -0.40926], [-4.92229, 2.12501, -1.13244], [-3.66838, 2.67550, -1.34630], [-2.55329, 2.03278, -0.84396], [-2.66275, 0.85631, -0.10490], [-1.40687, 0.35570, 0.51308], [-1.42894, 0.03934, 1.71939], [-0.23146, 0.32479, -0.08843], [-6.03995, 0.51659, -0.25048], [-5.80555, 2.60744, -1.53802], [-3.56396, 3.60074, -1.90488], [-1.56798, 2.45964, -0.99180]],
  "forces_ev_per_angstrom": [[0.4275, 2.7301, -0.0516], [-0.2136, -0.1205, 0.0610], [0.2620, -0.0718, -0.2073], [-0.1496, 0.0018, 0.0942], [-0.1038, -0.0103, 0.0956], [-0.1540, -0.3063, -0.0202], [0.2875, 0.2709, -0.0255], [-0.5183, -0.2359, 0.9325], [0.1492, 0.2866, -0.0047], [-0.1164, -0.1971, 0.0613], [-0.0195, -0.0997, 0.0209], [0.1195, -0.2007, -0.1541], [-0.0733, 0.2853, 0.1577], [0.1734, -2.2298, -0.0823], [-0.2245, 0.1449, 0.2795], [0.1277, -0.2178, -0.1390], [0.1416, 0.0553, -0.1013], [0.1563, 0.0422, -0.0470], [-0.1987, -0.1210, 0.1873], [-0.0308, -0.1660, -0.1394], [1.0666, 0.0724, -0.4699], [0.0026, -0.0176, -0.0346], [0.0226, -0.0656, -0.0204], [0.1517, 0.0377, -0.1071], [0.0288, -0.0321, -0.0234], [0.0706, 0.0189, -0.0335], [0.0609, 0.1177, 0.0599], [0.0907, 0.0335, -0.0841], [-0.0076, 0.1081, 0.0003], [-0.0574, 0.0009, 0.0429], [0.0007, 0.0013, -0.0541], [-0.0837, 0.0117, 0.0741], [-0.0781, -0.0866, 0.0093], [-0.0068, -0.0072, 0.0019], [-0.0224, -0.0017, 0.0548], [0.0252, -0.0456, 0.0543], [0.0555, 0.2023, 0.1098], [-0.0828, -0.1295, 0.2114], [0.1176, -0.1012, -0.1616], [-0.0607, -0.0669, -0.2020], [0.1124, 0.1767, 0.0549], [0.0439, 0.1781, -0.1265], [-0.3203, -0.3915, 0.0312], [0.1434, -0.0083, -0.0601], [0.1136, 0.1223, -0.0821], [-0.0575, 0.1784, 0.4671], [0.1488, 0.0672, 0.0706], [-0.0122, -0.1052, 0.0468], [0.0068, -0.0063, -0.0340], [0.0347, 0.0124, 0.0324], [0.0019, 0.0047, 0.0950], [0.1703, -0.0849, -0.0794], [-0.0277, 0.2676, 0.1387], [-0.2200, 0.0330, -0.0201], [-0.0155, 0.0326, 0.0186], [0.0248, -0.0009, 0.0186], [-0.0305, -0.0282, -0.0744], [-0.0279, 0.0308, 0.0398], [-0.1115, -0.0606, 0.0470], [0.0380, 0.0772, -0.0752], [0.1053, -0.0039, 0.0269], [0.0001, -0.0818, 0.1055], [-0.0719, 0.1577, 0.0456], [0.0321, -0.0145, -0.1265], [-0.0813, -0.1009, 0.0049], [0.0908, 0.0041, 0.0047], [-0.0296, 0.0764, -0.0142], [0.0228, -0.1038, -0.0069], [-0.1027, -0.0243, 0.0606], [-0.0860, 0.0923, 0.0490], [0.0502, 0.0960, 0.0011], [0.1112, -0.0325, -0.0292], [-0.0879, 0.0425, -0.0306], [0.0139, 0.0799, -0.0405], [0.0884, 0.0526, 0.0494], [0.0555, -0.0496, 0.1056], [-0.0600, -0.0581, 0.0330], [0.2960, 0.0645, 0.0365], [0.3440, -0.0546, -0.1245], [-0.0874, 0.0718, 0.0077], [-0.1014, 0.0624, -0.0688], [-0.0580, 0.1470, -0.1034], [0.1785, -0.0500, 0.0182], [0.0332, -0.0174, -0.1420], [-0.3528, -0.2985, 0.1072], [-1.0030, -0.0320, -0.6926], [-0.7036, -0.1610, -0.2350], [0.1220, 0.0267, -0.0267], [0.0838, -0.0528, 0.0679], [-0.0016, -0.1195, 0.0571], [-0.1524, -0.1049, 0.0054]]
}

Energy above the lowest of the compared OMol25 structures with the same formula, charge and spin: 380.04; 0.00 (kJ/mol)